Formula: C25H18BF5N8OSeTc
Source: the Open Molecules 2025 dataset
Level of theory: ωB97M-V with the def2-TZVPD basis set

Geometry as XYZ:
```
60
Properties=species:S:1:pos:R:3:forces:R:3:lowdin_spin:R:1
Tc 0.256 0.240 0.875 -0.04 -0.06 -0.33 2.46
O -3.121 0.780 -1.639 0.01 -0.01 -0.02 0.04
C -1.959 0.909 -1.280 -0.13 0.18 0.08 0.02
N -1.401 0.123 -0.307 0.13 -0.21 -0.04 0.08
C -2.366 -0.871 0.166 -0.02 -0.06 0.02 0.01
C -1.705 -1.987 0.915 -0.01 -0.02 -0.02 0.00
C -2.393 -3.125 1.315 0.01 0.00 -0.05 0.00
C -1.718 -4.104 2.015 0.01 0.00 0.00 0.00
C -0.367 -3.938 2.297 0.00 -0.01 -0.02 0.00
C 0.253 -2.783 1.879 0.03 -0.04 -0.05 0.00
N -0.413 -1.835 1.207 0.04 0.16 0.18 0.00
C -1.138 1.991 -1.925 0.00 -0.03 -0.05 0.00
C -1.787 3.162 -2.298 0.03 0.00 -0.01 0.00
C -1.040 4.161 -2.894 0.00 0.01 0.00 0.00
C 0.311 3.940 -3.124 0.00 -0.01 0.01 0.00
C 0.856 2.725 -2.744 0.03 0.04 0.05 0.00
N 0.151 1.769 -2.144 0.02 -0.03 0.08 0.01
H -2.919 -1.278 -0.685 -0.01 0.00 0.05 0.00
H -3.116 -0.403 0.815 0.00 0.01 0.00 0.00
H -3.444 -3.223 1.078 -0.01 0.00 0.00 0.00
H -2.239 -4.994 2.342 0.00 -0.01 0.00 0.00
H 0.194 -4.686 2.838 0.00 0.00 0.00 0.00
H 1.302 -2.592 2.069 -0.01 0.00 0.03 0.00
H -2.845 3.266 -2.107 -0.01 0.00 0.01 0.00
H -1.502 5.097 -3.178 0.00 0.01 0.00 0.00
H 0.931 4.693 -3.590 0.01 0.00 -0.01 0.00
H 1.906 2.510 -2.910 0.01 0.00 -0.01 0.00
B 3.606 -1.281 0.955 -0.06 -0.04 0.04 0.00
N 3.053 -0.398 2.119 0.07 0.04 -0.09 0.00
C 3.791 -0.125 3.191 0.02 0.04 0.02 0.02
C 3.045 0.635 4.081 0.01 -0.01 -0.03 0.01
C 1.824 0.788 3.457 -0.01 0.02 0.01 0.02
N 1.834 0.158 2.267 -0.04 -0.16 0.11 0.01
N 2.699 -1.279 -0.322 0.06 0.07 0.06 0.00
C 3.058 -1.976 -1.398 0.01 0.00 -0.03 0.02
C 2.064 -1.885 -2.359 0.00 -0.02 0.04 0.01
C 1.098 -1.090 -1.773 -0.03 0.01 -0.09 0.02
N 1.492 -0.713 -0.546 0.05 0.20 -0.02 0.02
H 3.676 -2.423 1.351 -0.04 -0.02 0.00 0.00
H 4.685 -0.844 0.650 0.01 -0.03 0.02 0.00
H 4.802 -0.487 3.252 0.03 -0.01 -0.01 0.00
H 3.352 1.021 5.035 0.00 0.01 0.03 0.00
H 0.948 1.322 3.780 -0.03 0.00 0.00 0.00
H 4.001 -2.495 -1.408 0.03 -0.01 0.01 0.00
H 2.047 -2.328 -3.337 0.00 -0.01 -0.02 0.00
H 0.158 -0.757 -2.166 -0.01 0.05 0.02 0.00
F -1.708 2.906 0.924 0.07 -0.02 0.05 0.01
C -0.419 3.275 0.835 -0.04 0.12 -0.03 0.02
C 0.593 2.331 0.766 0.01 -0.23 -0.18 -0.02
C 1.873 2.841 0.627 0.12 -0.05 -0.06 0.02
F 2.919 2.001 0.499 -0.02 0.08 -0.02 0.01
C 2.157 4.192 0.572 0.04 0.03 -0.04 0.00
F 3.412 4.628 0.427 -0.06 -0.01 0.01 0.00
C 1.115 5.101 0.636 0.00 0.05 0.00 0.02
F 1.358 6.410 0.554 -0.02 -0.11 0.02 0.01
C -0.182 4.639 0.764 -0.02 0.01 0.00 -0.01
F -1.194 5.510 0.802 0.04 -0.03 0.00 0.00
Se -2.845 0.118 4.565 -0.04 -0.03 0.07 0.12
C -1.705 0.408 3.279 0.00 0.05 -0.06 0.05
N -0.942 0.596 2.404 -0.22 0.08 0.30 0.00
```
Forces are in eV/Å.

Results
- F_max: 0.377 eV/Å
- Lowest unoccupied orbital energy (alpha / beta): 0.000 / -0.066 hartree
- 2S+1: 4
- Total energy: -4483.23939 Ha
- <S²>: 3.781
- Molar mass: 729.24 u
- Relative energy (zero: lowest compared OMol25 entry of this formula, charge and spin): 34.7 kJ/mol
- Orbital gap (alpha / beta): 8.412 / 6.645 eV